Record 1
{
  "formula": "C12H19FeN2O2",
  "method": "the ωB97M-V functional and the def2-TZVPD basis",
  "charge": 1,
  "multiplicity": 5,
  "de_lowest_kcal_mol": 7.4,
  "molar_mass_da": 279.14,
  "orbital_gap_ev": [7.406, 7.536],
  "elements": ["C", "C", "C", "Fe", "C", "O", "C", "O", "C", "C", "C", "C", "C", "H", "H", "H", "H", "H", "H", "H", "H", "H", "H", "H", "C", "N", "C", "N", "H", "H", "H", "H", "H", "H", "H", "H"],
  "coordinates": [[-1.639991, -1.035715, -0.740708], [-1.152036, -0.555754, 0.626457], [0.245122, 0.244378, 0.386928], [2.032849, 0.410642, -1.146083], [2.155251, 2.272322, -1.032673], [1.802232, 3.377145, -0.954497], [0.743919, 0.566889, -2.409385], [-0.049349, 0.902763, -3.193721], [3.892432, -0.045579, -0.404360], [3.918709, 0.478134, -1.745113], [3.172176, -0.432700, -2.577719], [2.655032, -1.466534, -1.736050], [3.099749, -1.229846, -0.399758], [-2.527391, -1.690273, -0.674264], [-1.829001, -0.159135, -1.397722], [-0.844738, -1.562115, -1.229235], [-0.855920, -1.444967, 1.307655], [0.100154, 1.325425, 0.244514], [0.982779, -0.007871, 1.228613], [4.429097, 0.363550, 0.452741], [4.534243, 1.312664, -2.078713], [3.095520, -0.380778, -3.655561], [2.145951, -2.356082, -2.079007], [2.925242, -1.886314, 0.446311], [-3.429585, 0.740491, 0.885407], [-2.246425, 0.104932, 1.551159], [-2.877271, -0.909124, 2.494383], [-1.737355, 1.125820, 2.446001], [-4.115836, 0.021278, 0.411266], [-3.998106, 1.253564, 1.672574], [-3.103141, 1.516077, 0.188383], [-3.567838, -1.609752, 2.001374], [-2.120724, -1.448831, 3.068432], [-3.461675, -0.354477, 3.240665], [-0.979431, 0.695139, 2.967485], [-1.394658, 1.864642, 1.834225]],
  "forces_ev_per_a": [[-1.4, 0.9, 0.5], [3.2, -1.0, 0.3], [-0.9, -0.7, 1.3], [-4.8, 0.3, 4.6], [-1.5, 6.4, 0.8], [1.3, -3.4, -0.3], [-5.1, 1.8, -4.9], [2.3, -1.2, 2.3], [1.6, -0.4, 0.0], [2.6, -1.8, -0.7], [2.2, -0.8, -0.4], [1.6, -1.3, -0.5], [0.9, -0.5, -0.5], [0.3, 0.3, -0.2], [-0.2, -0.5, 0.4], [0.4, -0.5, 0.1], [-0.5, 1.3, -1.4], [-0.1, -0.1, 0.5], [-1.1, 0.8, -0.9], [-0.3, 0.0, -0.4], [-0.4, -0.2, 0.1], [-0.1, 0.1, 0.2], [-0.2, 0.2, 0.0], [-0.1, 0.3, -0.1], [-0.5, 0.7, -0.2], [-1.2, -0.4, 0.7], [-0.2, -0.1, 0.6], [-0.3, -0.2, -0.5], [0.8, 0.1, 0.0], [0.3, -0.2, -0.1], [0.1, -0.3, -0.1], [0.6, 0.3, -0.2], [0.1, 0.0, -0.4], [0.2, 0.1, -0.4], [0.3, 0.3, -0.2], [0.4, -0.1, 0.3]]
}

---

Record 2
{
  "formula": "C7H4NO5Sm",
  "method": "the ωB97M-V functional and the def2-TZVPD basis",
  "charge": 2,
  "multiplicity": 6,
  "molar_mass_da": 332.47,
  "orbital_gap_ev": [7.709, 7.942],
  "elements": ["O", "C", "Sm", "C", "O", "C", "O", "C", "O", "C", "O", "H", "C", "C", "N", "H", "H", "H"],
  "coordinates": [[5.188073, 1.028346, -0.658349], [4.056299, 0.841633, -0.567668], [0.140375, -0.340825, -0.109734], [-1.487413, -1.692038, 1.254940], [-2.276512, -2.365079, 1.765773], [-1.208138, 1.649139, -0.562089], [-1.763407, 2.631557, -0.823568], [0.424205, -0.889571, -2.557607], [0.415707, -1.239020, -3.651360], [0.239314, 1.193144, 1.861896], [0.288342, 1.934903, 2.742166], [1.053933, 1.293831, -0.795368], [-4.109802, -1.341191, -2.354166], [-2.837370, -1.060494, -1.761596], [-1.832496, -0.820281, -1.232742], [-4.883852, -1.349744, -1.562291], [-4.063341, -2.340737, -2.836630], [-4.332346, -0.578312, -3.119596]],
  "forces_ev_per_a": [[-3.7, -0.5, 0.3], [3.6, 0.4, -0.2], [2.0, -0.5, -0.6], [-4.3, -3.6, 3.5], [3.4, 2.9, -2.3], [-2.4, 5.1, -1.0], [2.2, -4.1, 1.0], [0.6, -1.5, -5.0], [0.0, 1.3, 3.9], [0.3, 3.9, 4.6], [-0.2, -3.0, -3.6], [-0.4, 0.0, 0.1], [-0.5, -0.5, -0.4], [1.0, 0.3, 0.8], [-1.9, -0.7, -1.0], [0.3, 0.1, -0.4], [-0.1, 0.5, 0.2], [0.0, -0.3, 0.3]]
}

---

Record 3
{
  "formula": "C10H14BIN6Pt",
  "method": "the ωB97M-V functional and the def2-TZVPD basis",
  "charge": 2,
  "multiplicity": 3,
  "de_lowest_kcal_mol": 0.0,
  "molar_mass_da": 551.06,
  "orbital_gap_ev": [7.962, 5.634],
  "elements": ["C", "N", "N", "C", "C", "B", "N", "N", "C", "C", "C", "Pt", "N", "N", "C", "C", "C", "H", "H", "H", "H", "H", "H", "H", "H", "H", "H", "H", "C", "H", "H", "H", "I"],
  "coordinates": [[-2.856565, 0.990042, 1.148909], [-1.822293, 0.645810, 0.334384], [-2.046150, -0.624185, -0.194006], [-3.288832, -0.999520, 0.194662], [-3.804792, -0.047317, 1.061944], [-1.212915, -1.466249, -1.298319], [-0.561678, -0.341850, -2.139886], [-0.157118, 0.923002, -1.720914], [0.207524, 1.638813, -2.818897], [-0.016235, 0.845947, -3.947969], [-0.540019, -0.360220, -3.503944], [-0.042023, 1.646071, 0.169674], [-0.469990, -2.937038, -0.982190], [0.887377, -3.198545, -0.626622], [0.973520, -4.482137, -0.280297], [-0.237080, -5.168667, -0.593903], [-1.093581, -4.168074, -1.090678], [1.887437, -4.890093, 0.155593], [-2.107814, -4.224333, -1.501752], [-0.457607, -6.223497, -0.479955], [-2.149085, -1.888438, -1.983885], [-0.954097, -1.194126, -4.040782], [-3.654382, -1.929210, -0.202192], [0.193411, 1.096510, -4.969964], [-4.738979, -0.155337, 1.581647], [0.653964, 2.621587, -2.746537], [-2.835342, 1.880844, 1.788583], [1.702730, 0.956666, -0.401837], [1.917729, 2.039201, -0.202101], [2.289162, 2.454144, -1.140925], [1.027402, 2.775416, 0.109335], [2.649665, 2.103633, 0.602647], [0.746070, 0.720818, 2.588817]],
  "forces_ev_per_a": [[0.2, -1.7, -0.8], [0.2, -0.3, 0.9], [0.0, 0.4, 0.4], [1.1, 0.7, 0.4], [0.0, 0.0, 0.0], [-2.2, 0.5, -0.6], [0.3, 0.4, -0.2], [0.5, 0.3, -1.6], [-0.4, -1.7, 0.1], [0.0, 0.0, 0.0], [0.6, 1.1, 1.2], [-5.8, -5.0, 1.6], [-0.8, -2.1, -0.4], [-0.5, -0.6, 1.0], [-0.2, 0.7, -0.3], [1.3, -0.3, 0.5], [-0.4, 4.3, -0.3], [-0.3, 0.2, -0.4], [0.5, -0.1, 0.3], [0.0, 0.2, -0.1], [0.7, 0.0, 0.4], [0.2, -0.2, 0.0], [-0.4, 0.0, 0.2], [-0.1, 0.2, -0.1], [-0.1, 0.3, 0.0], [-0.3, -0.1, 0.0], [0.0, -0.4, -0.6], [1.6, 0.5, -0.1], [3.0, -0.6, -0.8], [-0.1, 0.2, 0.2], [2.0, 2.1, -0.3], [-0.2, 0.2, -0.1], [-0.5, 0.7, -0.5]]
}